1.
This record from the OMol25 dataset describes a structure of composition C31H39N6O5PPtS3Sb. The level of theory is ωB97M-V/def2-TZVPD.

Results
* E: -103511.2491 eV
* total charge: +3
* gap between HOMO and LUMO: 6.46 eV

CARTESIAN COORDINATES (ANGSTROEM)
Pt (0.0821, 0.0847, 0.2488)
N (1.6132, 2.3957, 3.3408)
C (1.8911, 1.8036, 2.1840)
N (0.8474, 1.0428, 1.8858)
C (-0.0456, 1.2433, 2.8928)
N (0.3975, 2.0546, 3.8091)
C (-1.3027, 0.5148, 2.8122)
C (-2.3307, 0.6189, 3.7370)
N (-3.4514, -0.0762, 3.6081)
C (-3.5391, -0.9060, 2.5796)
C (-2.5251, -1.0275, 1.6368)
N (-1.4116, -0.3022, 1.7388)
H (2.1919, 3.0380, 3.8689)
H (2.7974, 1.9234, 1.6138)
H (-2.2322, 1.2831, 4.5879)
H (-4.4440, -1.4941, 2.4869)
H (-2.6014, -1.7206, 0.8168)
C (-2.8823, -1.8513, -3.0485)
C (-2.2893, -1.5317, -1.6805)
S (-0.7924, -0.5662, -1.8530)
O (-1.0845, 0.5909, -2.6834)
C (0.3614, -1.6657, -2.7401)
C (0.6622, -1.1029, -4.1205)
H (-3.8734, -2.2783, -2.8992)
H (-2.2881, -2.5817, -3.5957)
H (-2.9865, -0.9511, -3.6523)
H (-2.0270, -2.4199, -1.1032)
H (-2.9487, -0.8832, -1.0995)
H (-0.1568, -2.6241, -2.7875)
H (1.2399, -1.7876, -2.1130)
H (-0.2469, -0.9632, -4.7014)
H (1.2902, -1.8307, -4.6356)
H (1.1972, -0.1596, -4.0667)
C (1.4744, -1.9048, 3.3794)
O (0.8708, -2.5426, 2.2194)
P (0.9805, -2.0315, 0.7413)
O (2.4829, -2.0477, 0.3153)
C (3.4212, -3.1468, 0.5823)
O (0.1450, -3.0877, -0.0541)
C (0.0221, -4.5256, 0.2513)
H (1.7380, -2.7045, 4.0639)
H (0.7372, -1.2544, 3.8425)
H (2.3685, -1.3526, 3.0931)
H (4.3887, -2.6860, 0.7476)
H (3.4529, -3.7887, -0.2935)
H (3.1116, -3.7064, 1.4623)
H (0.4911, -5.0657, -0.5650)
H (-1.0390, -4.7456, 0.3007)
H (0.4990, -4.7510, 1.1997)
S (-1.3338, 2.0636, 0.0132)
Sb (-1.6084, 3.5761, -1.8273)
C (-1.7950, 5.3597, -0.7636)
C (-2.8521, 5.4836, 0.1381)
C (-3.0013, 6.6610, 0.8527)
C (-2.1009, 7.7040, 0.6671)
C (-1.0515, 7.5771, -0.2328)
C (-0.8897, 6.4000, -0.9504)
C (-3.5368, 3.2097, -2.5512)
C (-4.1123, 1.9462, -2.5834)
C (-5.3832, 1.7872, -3.1128)
C (-6.0693, 2.8867, -3.6138)
C (-5.4949, 4.1483, -3.5741)
C (-4.2256, 4.3181, -3.0380)
C (-0.2225, 3.9320, -3.3421)
C (-0.5300, 5.0333, -4.1402)
C (0.3278, 5.3675, -5.1765)
C (1.4699, 4.6146, -5.4012)
C (1.7627, 3.5219, -4.5971)
C (0.9093, 3.1724, -3.5579)
H (-3.5718, 4.6826, 0.2687)
H (-3.8260, 6.7730, 1.5435)
H (-2.2214, 8.6226, 1.2255)
H (-0.3621, 8.3969, -0.3824)
H (-0.0684, 6.3073, -1.6514)
H (-3.5749, 1.0960, -2.1888)
H (-5.8441, 0.8083, -3.1397)
H (-7.0598, 2.7603, -4.0294)
H (-6.0357, 5.0044, -3.9539)
H (-3.7988, 5.3135, -2.9864)
H (-1.4208, 5.6288, -3.9733)
H (0.1016, 6.2175, -5.8058)
H (2.1361, 4.8829, -6.2101)
H (2.6534, 2.9383, -4.7751)
H (1.1275, 2.3258, -2.9346)
O (3.0977, 0.5201, -2.8778)
S (2.9451, 0.2306, -1.4778)
N (1.6692, 0.6023, -0.8115)

2.
This record from the OMol25 dataset describes a structure of composition C13H22BBrClO8P2 in a non-equilibrium geometry. The level of theory is ωB97M-V/def2-TZVPD.

Results
* E: -132039.8577 eV
* total charge: -1
* gap between HOMO and LUMO: 6.50 eV

CARTESIAN COORDINATES (ANGSTROEM)
C (-1.8432, 0.5219, 5.0569)
C (-0.2561, 0.1671, 5.1849)
O (0.1511, -0.8868, 4.2789)
B (-0.1533, -0.5382, 2.8945)
O (0.4262, 0.6840, 2.3922)
O (-0.9599, -1.4687, 2.1476)
P (-2.2557, -0.7079, 1.3392)
O (-3.5395, -1.4140, 1.8226)
O (-2.0751, -1.0355, -0.3253)
C (-1.1381, -0.0969, -0.9479)
O (0.1853, -0.5702, -0.6031)
C (1.2008, 0.0481, -1.3887)
C (1.3680, 1.6132, -1.2987)
C (2.4632, 2.3876, -2.1199)
C (2.6462, 3.9737, -2.0874)
C (3.4092, 1.4959, -3.0062)
C (3.2427, -0.0391, -3.1006)
C (2.1138, -0.7988, -2.3025)
C (2.0335, -2.3773, -2.5249)
C (1.5988, -3.2245, -1.2340)
C (1.1501, -2.6457, -3.8385)
O (-2.4253, 0.9471, 1.7199)
P (-3.8110, 1.7089, 0.9910)
O (-4.5936, 0.7255, -0.1406)
Cl (-5.2918, 1.9902, 2.5276)
H (-1.9521, 1.3762, 4.3043)
H (-2.4175, -0.4254, 4.7791)
H (-2.1738, 0.8277, 6.1137)
H (-0.1310, -0.2414, 6.2604)
H (0.4017, 1.1096, 5.1406)
H (-0.1051, 1.4281, 2.7516)
H (-1.3488, 0.9858, -0.5971)
H (-1.3005, -0.0768, -2.0939)
H (0.6693, 2.2310, -0.6436)
H (2.4433, 4.4188, -1.0580)
H (1.8356, 4.4122, -2.7891)
H (3.6478, 4.3058, -2.5371)
H (4.2477, 2.0239, -3.5964)
H (3.9499, -0.6678, -3.7566)
H (3.1097, -2.7182, -2.7882)
H (1.8835, -2.7426, -0.2359)
H (0.4476, -3.3504, -1.2100)
H (2.0219, -4.2817, -1.3565)
H (1.6225, -2.0052, -4.6817)
H (0.0788, -2.2238, -3.7199)
H (1.1675, -3.7214, -4.2186)
H (-5.3851, 0.1709, 0.2660)
Br (-6.3592, -1.2950, 0.2297)

The energy above the lowest of the compared OMol25 structures with the same formula, charge and spin results, record by record, are as follows: 0.5, 113.0 kcal/mol.
The LUMO energy results, record by record, are as follows: -9.40, 2.20 eV.